Here is a structure of composition C45H46BaN4O3S4 from OMol25. Energies are from wB97M-V/def2-TZVPD.

Element x y z (Å)
Ba 0.37 1.43 0.13
S 1.30 1.73 -3.06
C 2.86 0.96 -3.22
C 3.84 1.55 -4.05
C 5.08 0.99 -4.26
C 5.42 -0.22 -3.65
C 4.49 -0.83 -2.84
C 3.24 -0.25 -2.60
S 2.13 -1.12 -1.51
C 3.08 -1.05 0.04
C 2.29 -1.63 1.17
C 2.66 -2.82 1.75
C 1.93 -3.30 2.84
C 0.88 -2.54 3.31
C 0.54 -1.35 2.65
C -0.64 -0.55 3.11
S -0.28 1.22 3.49
C 1.43 1.11 3.95
C 1.75 0.17 4.98
C 3.03 0.30 5.56
C 4.00 1.10 5.02
C 3.81 1.72 3.66
C 2.33 1.94 3.34
S 1.96 3.26 2.20
N 1.21 -0.93 1.58
H 3.58 2.49 -4.52
H 5.79 1.50 -4.90
H 6.39 -0.67 -3.81
H 4.71 -1.78 -2.37
H 3.32 0.00 0.25
H 4.02 -1.59 -0.07
H 3.52 -3.36 1.37
H 2.21 -4.22 3.33
H 0.33 -2.82 4.19
H -1.10 -1.04 3.97
H -1.39 -0.51 2.31
H 0.95 -0.33 5.52
H 3.24 -0.20 6.51
H 4.95 1.24 5.53
H 4.30 2.70 3.62
C -5.05 -1.32 0.12
O -5.96 -0.42 -0.51
C -6.04 -0.34 -1.87
C -7.29 -0.01 -2.37
C -7.51 0.14 -3.73
C -6.46 -0.03 -4.62
C -5.20 -0.32 -4.13
C -4.96 -0.48 -2.76
N -3.65 -0.78 -2.33
C -2.92 0.06 -1.47
N -3.49 1.27 -1.28
C -3.31 2.26 -0.27
C -2.13 2.46 0.42
C -2.17 3.52 1.35
C -3.28 4.33 1.54
C -4.45 4.10 0.82
C -4.46 3.06 -0.09
O -5.57 2.73 -0.87
C -6.72 3.51 -0.72
N -1.83 -0.34 -0.90
C -1.39 -1.66 -1.14
C -1.26 -2.54 -0.06
C -0.71 -3.80 -0.20
C -0.29 -4.23 -1.45
C -0.41 -3.39 -2.54
C -0.94 -2.12 -2.39
O -1.06 -1.25 -3.44
C -0.07 -1.31 -4.46
H -5.51 -1.56 1.08
H -4.08 -0.85 0.29
H -4.92 -2.23 -0.47
H -8.09 0.12 -1.65
H -8.50 0.40 -4.09
H -6.61 0.09 -5.69
H -4.36 -0.40 -4.80
H -3.07 -1.19 -3.04
H -4.33 1.41 -1.83
H -1.28 3.73 1.95
H -3.25 5.14 2.26
H -5.32 4.72 0.97
H -7.45 3.11 -1.42
H -6.52 4.56 -0.96
H -7.12 3.45 0.30
H -1.58 -2.18 0.91
H -0.60 -4.43 0.67
H 0.16 -5.21 -1.57
H -0.06 -3.70 -3.51
H -0.06 -0.33 -4.93
H -0.32 -2.08 -5.19
H 0.91 -1.50 -4.03
C 6.58 0.71 1.19
C 5.94 0.66 2.58
C 6.28 -0.66 3.27
C 4.43 0.89 2.51
H 7.66 0.55 1.23
H 6.39 1.67 0.71
H 6.15 -0.07 0.55
H 6.37 1.48 3.18
H 5.92 -1.49 2.66
H 5.80 -0.72 4.24
H 7.36 -0.78 3.39
H 4.17 1.41 1.58
H 3.92 -0.09 2.49

## Properties
ΔE to the lowest compared entry with this formula, charge and spin = 3.2 kcal/mol
Net charge = -2
E = -103550.54170 eV

Here are the Löwdin charges for atoms 1 to 8, given in e:
1. Ba 1.38
2. S 0.37
3. C -0.76
4. C -0.15
5. C -0.12
6. C -0.13
7. C -0.14
8. C -0.55

Here is an isolated molecule of C7H12 from OMol25. Energies are from wB97M-V/def2-TZVPD.

Element x y z (Å)
C -1.82 -0.06 0.75
C -1.30 -0.45 -0.62
C -0.05 0.04 -1.24
C 0.78 1.23 -0.75
C 1.37 0.85 0.62
C 1.00 -0.96 0.75
C 0.29 -1.22 -0.55
H -2.82 0.39 0.72
H -1.90 -0.96 1.37
H -1.16 0.64 1.25
H -2.13 -0.60 -1.34
H -0.10 -0.10 -2.31
H 1.57 1.34 -1.49
H 0.15 2.13 -0.78
H 2.45 0.97 0.71
H 0.90 1.47 1.43
H 0.38 -0.83 1.62
H 1.68 -1.83 1.01
H 0.69 -2.05 -1.16

## Properties
ΔE to the lowest compared entry with this formula, charge and spin = 60.6 kcal/mol
Net charge = 0
E = -7450.80339 eV

Here are the natural (NBO) charges for atoms 1 to 8, given in e:
1. C -0.64
2. C -0.19
3. C -0.25
4. C -0.44
5. C -0.39
6. C -0.43
7. C -0.23
8. H 0.22

Here is a structure of composition C23H21N4O4RhS2 from OMol25. Energies are from wB97M-V/def2-TZVPD.

Element x y z (Å)
Rh -1.91 -1.97 1.15
S 0.25 -2.11 1.15
C 0.83 -0.45 1.17
N 2.14 -0.22 1.35
C 2.54 1.16 1.61
C 1.74 2.10 0.73
N 0.31 1.87 0.94
C -0.58 3.02 0.74
C -0.43 3.56 -0.67
C -0.77 2.77 -1.76
C -0.63 3.26 -3.05
C -0.14 4.54 -3.25
C 0.20 5.33 -2.16
C 0.06 4.84 -0.87
C -0.09 0.60 1.08
S -1.82 0.22 1.10
C 3.21 -1.22 1.19
C 3.99 -0.92 -0.07
C 3.35 -1.00 -1.31
C 4.06 -0.72 -2.47
C 5.40 -0.35 -2.40
C 6.03 -0.27 -1.17
C 5.33 -0.55 0.00
H 3.60 1.26 1.38
H 2.38 1.37 2.67
H 1.97 1.95 -0.32
H 1.96 3.13 0.99
H -0.28 3.78 1.47
H -1.60 2.73 0.96
H -1.16 1.76 -1.61
H -0.90 2.64 -3.89
H -0.03 4.92 -4.25
H 0.57 6.34 -2.32
H 0.32 5.47 -0.03
H 2.78 -2.21 1.17
H 3.86 -1.15 2.07
H 2.31 -1.29 -1.37
H 3.57 -0.79 -3.43
H 5.95 -0.14 -3.30
H 7.08 0.00 -1.11
H 5.83 -0.50 0.96
O -5.84 -6.13 1.31
C -6.44 -5.02 1.27
O -7.69 -4.92 1.25
C -5.70 -3.74 1.21
C -6.23 -2.46 1.17
N -5.19 -1.62 1.14
N -4.02 -2.27 1.16
C -4.31 -3.56 1.20
C -3.17 -4.53 1.23
O -3.40 -5.74 1.25
O -2.00 -4.01 1.21
H -4.77 -6.03 1.31
H -7.25 -2.12 1.16
H -5.23 -0.61 1.10

## Properties
ΔE to the lowest compared entry with this formula, charge and spin = 14.2 kcal/mol
Multiplicity = 5
Net charge = +2
E = -63003.30854 eV

Here are the natural (NBO) charges for atoms 1 to 8, given in e:
1. Rh 0.93
2. S 0.40
3. C -0.07
4. N -0.18
5. C -0.26
6. C -0.25
7. N -0.20
8. C -0.26

Which of these has the highest ΔE to the lowest compared entry with this formula, charge and spin? C7H12